Molecular formula: C22H47BClF4LiMgNNaO17P2
Method: DFT, ωB97M-V with the def2-TZVPD basis set

The calculation puts the total energy at -4136.71074 Ha. The value obtained for the gap between HOMO and LUMO is 0.0449 hartree. The maximum force comes out at 10.6 eV/A. The LUMO energy comes out at -0.1702 Eh. The total charge is 0. The highest occupied orbital energy is -5.852 eV.

Last column: Mulliken charge in e.
Element x y z (Å)
C -4.173 0.390 0.729  0.1655
C -4.985 1.023 -0.562  0.6367
O -4.315 0.606 -1.824  -0.5226
C -3.720 1.811 -2.487  0.2180
O -4.310 2.417 -3.531  -0.6118
C -2.331 2.387 -1.833  1.5832
C -1.242 2.964 -2.914  -0.9223
C 0.097 2.040 -3.116  -0.5383
C 0.957 1.748 -1.752  0.0559
O 0.593 2.402 -0.486  -0.4839
B 1.479 1.739 0.536  0.6674
P 0.759 1.482 2.315  0.0274
C 1.280 2.881 3.507  -0.9964
C -1.184 1.588 2.253  0.2835
C -1.726 3.117 1.992  -0.5426
O 2.065 0.499 -0.087  -0.6617
C 1.460 0.203 -1.428  0.0837
C 0.353 -0.940 -1.036  0.3588
C -0.348 -1.694 -2.317  0.0520
O -1.755 -1.937 -1.956  -0.6036
H -4.783 -0.411 1.334  0.0898
H -3.895 1.253 1.501  0.0029
H -3.159 -0.059 0.310  -0.3799
H -4.964 2.215 -0.573  -0.1077
H -6.098 0.630 -0.474  -0.1218
H -2.635 3.312 -1.143  -0.6518
H -1.885 1.569 -1.091  -0.2396
H -1.796 2.981 -3.970  0.3274
H -0.945 4.074 -2.692  0.3569
H 0.819 2.644 -3.849  0.3252
H -0.220 1.077 -3.715  0.1356
H 2.004 2.269 -1.989  0.2659
H 2.272 2.608 0.742  -0.0603
H 2.330 2.680 4.027  0.3348
H 1.236 3.947 2.987  0.3230
H 0.485 2.923 4.395  0.3893
H -1.676 1.093 3.219  0.4217
H -1.485 0.939 1.309  -0.4796
H -1.107 3.958 2.521  0.2011
H -1.653 3.299 0.821  -0.0238
H -2.865 3.214 2.327  0.3219
H 2.261 -0.140 -2.242  0.2390
H -0.477 -0.564 -0.266  -0.4858
H 0.948 -1.787 -0.441  0.0911
H 0.217 -2.713 -2.572  -0.0229
H -0.348 -1.065 -3.314  0.1406
H -2.263 -1.077 -2.141  0.2178
O -1.885 -4.101 -3.952  -0.6044
H -2.030 -3.490 -3.213  0.4332
H -0.955 -4.360 -3.862  0.3190
Li -6.511 -0.623 1.031  0.9842
C -5.083 -6.155 -3.274  0.7626
O -4.424 -5.271 -2.676  -0.5941
O -4.713 -6.240 -4.544  -0.5281
O -5.986 -6.926 -2.879  -0.6933
H -4.053 -5.527 -4.423  0.3306
Mg -4.450 -8.531 -2.054  0.1668
C -7.475 4.616 -0.862  -0.6234
N -7.726 3.430 0.001  0.8479
O -6.749 2.921 0.563  -0.4892
O -8.897 3.043 0.090  -0.5517
H -6.407 4.843 -0.847  0.2277
H -7.801 4.363 -1.872  0.2816
H -8.052 5.448 -0.454  0.2871
C 3.641 -5.872 1.251  -1.2726
C 2.796 -4.859 0.499  -0.0838
O 2.686 -5.220 -0.886  -0.2706
C 1.776 -6.203 -1.182  0.2917
O 1.088 -6.773 -0.340  -0.5586
C 1.727 -6.457 -2.687  0.9497
F 2.967 -6.569 -3.245  -0.2225
F 1.100 -5.445 -3.356  -0.2724
F 1.061 -7.599 -3.015  -0.2499
H 4.618 -5.988 0.771  0.3171
H 3.789 -5.559 2.288  0.3782
H 3.169 -6.859 1.252  0.3267
H 3.283 -3.880 0.535  0.3213
H 1.804 -4.742 0.950  0.3105
F 2.385 -6.724 -5.172  -0.6742
C 9.409 2.752 4.320  -0.7820
O 8.298 3.535 3.926  -0.2624
P 6.850 2.608 3.734  0.9566
O 6.265 3.787 2.946  -0.6520
O 6.490 2.814 5.334  -0.3216
C 6.635 4.102 5.914  -0.6190
O 5.403 1.680 3.543  -0.3824
C 4.492 1.994 2.505  -0.6307
H 10.273 3.409 4.448  0.2384
H 9.203 2.247 5.267  0.3445
H 9.633 2.014 3.545  0.3265
H 6.567 4.906 5.180  0.3409
H 7.596 4.157 6.428  0.2262
H 5.842 4.242 6.656  0.2570
H 5.002 2.017 1.538  0.3246
H 3.997 2.947 2.709  0.2497
H 3.722 1.220 2.480  0.3583
Na -6.141 -6.905 -6.189  0.9740
Cl -3.503 4.187 0.259  -0.6534